# 1
# C14H13ClN4O8Pd

A structure of composition C14H13ClN4O8Pd at a distorted geometry (the ωB97M-V functional and the def2-TZVPD basis, the Open Molecules 2025 dataset).

As for the LUMO energy: -0.0166 Ha. As for the energy relative to the best compared isomer or geometry (same formula, charge and spin): 0.000 eV. The calculation puts the HOMO energy at -9.49 eV. The calculation puts the strongest force on any atom at 1.4 eV/Å.

Structure (ORCA input):
```
! wB97M-V def2-TZVPD RIJCOSX def2/J DEFGRID3
* xyz 0 1
Pd 0.45104 -0.79428 0.47315
O -1.75705 -1.19119 3.77944
C -0.94003 -1.00679 2.91309
N -1.03485 -1.31318 1.57338
C -2.09642 -1.90008 0.91516
O -3.15862 -2.24019 1.36893
C -1.75544 -2.14278 -0.55448
C -2.64339 -2.76546 -1.40333
C -2.24043 -3.02141 -2.70482
C -0.96754 -2.65223 -3.11277
C -0.13615 -2.00829 -2.21600
N -0.53019 -1.76848 -0.96868
C 0.42723 -0.41035 3.24646
C 0.75381 -0.08584 4.54300
C 2.03691 0.37035 4.80898
C 2.94670 0.46312 3.76766
C 2.54496 0.13459 2.48475
N 1.30390 -0.27587 2.23181
H -3.61609 -3.04063 -1.02074
H -2.91417 -3.51154 -3.39535
H -0.62134 -2.84285 -4.11845
H 0.85166 -1.65764 -2.48091
H -0.00113 -0.21253 5.30615
H 2.32518 0.63782 5.81675
H 3.96211 0.79521 3.92916
H 3.22765 0.20204 1.65060
O 1.82553 1.96765 0.28310
Cl 2.45647 1.28034 -0.79889
O 2.01280 1.79676 -2.06367
O 3.88203 1.31514 -0.68823
O 2.06470 -0.17443 -0.75319
N -0.46893 3.23430 -3.26556
C -1.07022 3.14052 -1.93977
C -1.16698 1.69714 -1.48389
O -1.44953 1.37287 -0.36016
O -0.94590 0.79508 -2.44620
H -0.74306 4.08097 -3.74225
H -0.69987 1.31557 -3.24186
H 0.54128 3.21513 -3.19337
H -2.09885 3.50398 -1.98540
H -0.55779 3.69743 -1.15362
*
```

Here are the Mulliken charges for atoms 1 to 8, given in e: number 1, Pd, carries 1.010; number 2, O, carries -0.635; number 3, C, carries 0.101; number 4, N, carries -0.178; number 5, C, carries 0.071; number 6, O, carries -0.627; number 7, C, carries 0.476; number 8, C, carries -0.468

=====

# 2
# C3H3NO2

A cluster of 2 separate species, C3H3NO2 in total at a distorted geometry (the ωB97M-V functional and the def2-TZVPD basis, the Open Molecules 2025 dataset).

As for the LUMO energy: 0.0259 Ha. As for the energy relative to the best compared isomer or geometry (same formula, charge and spin): 1.700 eV. The calculation puts the HOMO energy at -10.44 eV. The calculation puts the strongest force on any atom at 4.5 eV/Å.

Structure (ORCA input):
```
! wB97M-V def2-TZVPD RIJCOSX def2/J DEFGRID3
* xyz 0 1
C -0.74260 1.73444 0.08240
C -0.90694 -1.88094 -0.59996
C 1.03481 -0.00602 0.07503
N -0.06805 0.79959 -0.16966
O -1.68419 -2.34951 0.07526
O -1.55824 2.58389 0.13017
H 1.28018 -0.02964 1.17153
H 1.83006 0.26709 -0.48564
H 0.81497 -1.11889 -0.27913
*
```

Here are the Mulliken charges for atoms 1 to 8, given in e: number 1, C, carries 0.432; number 2, C, carries 0.090; number 3, C, carries -0.547; number 4, N, carries -0.155; number 5, O, carries -0.168; number 6, O, carries -0.481; number 7, H, carries 0.311; number 8, H, carries 0.336

=====

# 3
# C12H35N3O6V

A structure of composition C12H35N3O6V at a distorted geometry (the ωB97M-V functional and the def2-TZVPD basis, the Open Molecules 2025 dataset).

As for the LUMO energy (alpha / beta): -0.1612 / -0.2855 Ha. As for the energy relative to the best compared isomer or geometry (same formula, charge and spin): 2.290 eV. The calculation puts the HOMO energy (alpha / beta) at -11.66 / -11.66 eV. The expectation value of S² is 2.0498. The calculation puts the strongest force on any atom at 3.5 eV/Å.

Structure (ORCA input):
```
! wB97M-V def2-TZVPD RIJCOSX def2/J DEFGRID3
* xyz 1 3
O -0.86596 -0.58572 -0.30422
V -0.92579 -2.14961 -0.68117
O -2.62960 -2.12814 -1.88845
H -3.11228 -1.29201 -2.03823
O -0.98285 -4.16363 -1.33812
H -0.31733 -4.86852 -1.45957
C -2.18883 -2.17111 3.50944
C -1.31062 -2.04486 2.32008
C 0.16196 -2.65770 2.36915
O 0.58628 -2.51349 1.01543
C 1.84900 -3.13897 0.72188
N -2.01956 -2.53308 1.19647
H -1.70658 -1.71244 4.37267
H -2.07670 -3.21054 3.81782
H -3.21521 -1.84097 3.34926
H -1.22095 -0.96520 2.20015
H 0.10866 -3.72564 2.58069
H 0.74568 -2.03585 3.04787
H 1.78716 -4.22705 0.74064
H 2.59174 -2.78043 1.43455
H 2.23038 -2.97469 -0.28593
H -2.94988 -2.16419 1.33258
H -2.19461 -3.51099 1.37858
C 3.14611 1.11362 -0.74995
C 2.32141 1.20675 0.61701
C 3.13144 0.60537 1.83240
O 2.43632 0.83026 3.03225
C 2.90422 0.01502 4.07679
N 2.13145 2.61166 0.90732
H 3.45312 0.07272 -0.85171
H 3.99914 1.78887 -0.68299
H 2.50673 1.43699 -1.57136
H 1.37035 0.70459 0.43977
H 4.15789 0.97208 1.82794
H 3.20747 -0.46501 1.64105
H 3.96193 0.18339 4.27930
H 2.80302 -1.05431 3.89131
H 2.31427 0.07560 4.99133
H 1.87207 2.63772 1.88310
H 3.10172 2.89193 0.91891
C -3.79531 1.70749 -3.32790
C -2.41373 1.75380 -2.65377
C -1.43438 2.90285 -3.05529
O -0.86400 2.76727 -4.38094
C 0.30298 3.59548 -4.58822
N -2.77875 1.99037 -1.30938
H -4.31147 0.75647 -3.19659
H -3.58022 1.63102 -4.39374
H -4.36935 2.61522 -3.14188
H -1.98095 0.76213 -2.52184
H -0.69491 2.86254 -2.25550
H -1.91182 3.86702 -2.88057
H 0.25563 4.67977 -4.48730
H 0.63330 3.48681 -5.62128
H 1.21215 3.27639 -4.07861
H -3.46829 2.69391 -1.08651
H -1.96364 2.41901 -0.89472
*
```

Here are the Mulliken charges for atoms 1 to 8, given in e: number 1, O, carries -0.356; number 2, V, carries 0.927; number 3, O, carries -0.366; number 4, H, carries 0.359; number 5, O, carries -0.635; number 6, H, carries 0.251; number 7, C, carries -1.594; number 8, C, carries 0.193

=====

# 4
# C6H10O

An isolated molecule of C6H10O at a distorted geometry (the ωB97M-V functional and the def2-TZVPD basis, the Open Molecules 2025 dataset).

As for the LUMO energy: 0.0190 Ha. As for the energy relative to the best compared isomer or geometry (same formula, charge and spin): 2.659 eV. The calculation puts the HOMO energy at -7.05 eV. Its SMILES is C/C=C\C=C(\C)O. The calculation puts the strongest force on any atom at 2.1 eV/Å.

Structure (ORCA input):
```
! wB97M-V def2-TZVPD RIJCOSX def2/J DEFGRID3
* xyz 0 1
C 0.81072 -2.62493 -0.72139
C 1.36726 -1.69225 0.32879
C 0.76058 -0.53695 0.63033
C -0.36168 0.05698 -0.09102
C -0.72830 1.33525 0.30914
C -0.95435 2.49511 -0.58056
O -0.61251 1.56346 1.66161
H 1.04572 -3.67377 -0.54859
H -0.28098 -2.66947 -0.72797
H 1.11884 -2.28844 -1.71238
H 2.10870 -2.11566 0.98987
H 1.21458 0.14540 1.34112
H -1.06899 -0.66731 -0.48108
H -1.36541 3.31380 0.02333
H -1.68566 2.28176 -1.35703
H -0.07232 2.91817 -1.04466
H -1.29620 2.15885 1.98050
*
```

Here are the Mulliken charges for atoms 1 to 8, given in e: number 1, C, carries -1.090; number 2, C, carries -0.187; number 3, C, carries -0.279; number 4, C, carries -0.302; number 5, C, carries 0.349; number 6, C, carries -1.060; number 7, O, carries -0.488; number 8, H, carries 0.349

=====

# 5
# C6H7NO

An isolated molecule of C6H7NO at a distorted geometry (the ωB97M-V functional and the def2-TZVPD basis, the Open Molecules 2025 dataset).

As for the LUMO energy: 0.0265 Ha. As for the energy relative to the best compared isomer or geometry (same formula, charge and spin): 4.988 eV. The calculation puts the HOMO energy at -7.92 eV. Its SMILES is CC1=NC2=C[C@@H]2OC1. The calculation puts the strongest force on any atom at 3.0 eV/Å.

Structure (ORCA input):
```
! wB97M-V def2-TZVPD RIJCOSX def2/J DEFGRID3
* xyz 0 1
C -1.61731 1.33512 0.97083
C -0.67211 0.45954 0.13391
N 0.07370 1.05113 -0.76011
C 0.86197 0.27805 -1.47434
C 1.81888 -0.62664 -1.74064
C 1.79546 -0.63542 -0.24941
O 0.97316 -1.31274 0.55456
C -0.45481 -1.00564 0.36037
H -2.24790 2.06826 0.38123
H -0.97401 2.07800 1.63607
H -2.33738 0.79112 1.53308
H 2.03521 -1.44125 -2.47835
H 2.36517 0.06639 0.29480
H -0.97535 -1.28487 1.26191
H -0.64468 -1.82105 -0.42392
*
```

Here are the Mulliken charges for atoms 1 to 8, given in e: number 1, C, carries -1.076; number 2, C, carries 0.721; number 3, N, carries -0.555; number 4, C, carries 0.502; number 5, C, carries -0.629; number 6, C, carries -0.072; number 7, O, carries -0.347; number 8, C, carries -0.621

=====

# 6
# C2H2F3P

A cluster of 2 separate species, C2H2F3P in total at a distorted geometry (the ωB97M-V functional and the def2-TZVPD basis, the Open Molecules 2025 dataset).

As for the LUMO energy (alpha / beta): -0.0570 / -0.0581 Ha. As for the energy relative to the best compared isomer or geometry (same formula, charge and spin): 3.431 eV. The calculation puts the HOMO energy (alpha / beta) at -8.97 / -8.97 eV. The calculation puts the strongest force on any atom at 3.3 eV/Å.

Structure (ORCA input):
```
! wB97M-V def2-TZVPD RIJCOSX def2/J DEFGRID3
* xyz 0 1
C 0.26534 0.67238 -0.35315
C 0.52177 1.61394 0.50061
F -0.88076 0.67348 -1.19627
F -0.18957 2.76406 0.70997
F 1.62870 1.58296 1.20587
P -1.81412 -3.29121 -0.31171
H 0.95129 -0.18968 -0.41368
H -0.48264 -3.82592 -0.14164
*
```

Mulliken atomic charges, in units of e: number 1, C, carries -0.106; number 2, C, carries 0.427; number 3, F, carries -0.236; number 4, F, carries -0.207; number 5, F, carries -0.198; number 6, P, carries -0.016; number 7, H, carries 0.309; number 8, H, carries 0.027